1.
C35H50N4P2ReS as an isolated structure in a non-equilibrium geometry, computed with ωB97M-V/def2-TZVPD.

Output
**Net charge**: +2
**Spin multiplicity**: 4
**Total energy**: -2741.3897 Eh
**HOMO-LUMO gap (spin up / spin down)**: 5.7239 / 5.8883 eV
**E_HOMO (spin up / spin down)**: -12.772 / -13.011 eV
**Energy relative to the best compared isomer or geometry (same formula, charge and spin)**: 85.00 kJ/mol

Last column: Löwdin spin population.
CARTESIAN COORDINATES (ANGSTROEM)
Re: -0.138 -0.251 -0.251  2.385
C: -4.015 -3.609 -0.496  0.004
C: -3.351 -2.269 -0.800  0.017
C: -4.358 -1.120 -0.774  0.001
P: -1.871 -1.885 0.266  0.051
C: -1.048 -3.513 0.602  0.000
C: -0.336 -3.968 -0.671  0.004
C: -0.097 -3.402 1.791  0.001
C: -2.360 -1.250 1.894  0.026
C: -3.547 -1.550 2.546  0.000
C: -3.855 -0.952 3.758  0.020
C: -2.984 -0.018 4.298  0.000
C: -1.785 0.271 3.674  0.018
C: -1.420 -0.364 2.478  0.010
N: -0.205 -0.138 1.826  0.120
C: 0.934 0.067 2.573  0.002
C: 1.002 -0.232 3.948  0.024
C: 2.122 0.062 4.694  -0.003
C: 3.249 0.598 4.088  0.028
C: 3.264 0.760 2.712  0.000
C: 2.133 0.510 1.946  0.029
P: 2.178 0.410 0.129  0.064
C: 3.445 -0.943 -0.151  0.002
C: 3.249 -2.151 0.759  0.001
C: 3.471 -1.397 -1.609  0.001
C: 3.044 1.837 -0.712  0.020
C: 2.030 2.918 -1.062  0.010
C: 4.242 2.403 0.037  0.004
H: -4.842 -3.750 -1.188  0.001
H: -3.337 -4.445 -0.635  0.000
H: -4.418 -3.653 0.511  0.000
H: -2.921 -2.325 -1.810  0.000
H: -4.741 -0.941 0.227  0.000
H: -3.915 -0.198 -1.144  0.000
H: -5.201 -1.368 -1.416  0.000
H: -1.835 -4.227 0.860  -0.001
H: 0.404 -3.230 -0.986  0.003
H: 0.178 -4.910 -0.498  0.000
H: -1.039 -4.111 -1.491  0.000
H: 0.592 -2.567 1.673  0.001
H: -0.647 -3.267 2.720  0.000
H: 0.489 -4.315 1.878  0.000
H: -4.240 -2.256 2.115  0.000
H: -4.775 -1.197 4.264  0.001
H: -3.234 0.484 5.219  0.000
H: -1.130 1.009 4.115  0.000
H: 0.178 -0.744 4.422  0.001
H: 2.122 -0.153 5.750  -0.001
H: 4.129 0.823 4.667  0.001
H: 4.179 1.069 2.237  0.000
H: 4.400 -0.464 0.102  -0.001
H: 2.384 -2.736 0.447  0.000
H: 4.124 -2.795 0.691  0.000
H: 3.131 -1.861 1.802  0.000
H: 2.509 -1.823 -1.898  0.000
H: 3.716 -0.588 -2.294  0.000
H: 4.225 -2.172 -1.730  0.000
H: 3.405 1.399 -1.651  0.000
H: 1.762 3.483 -0.174  0.000
H: 2.446 3.597 -1.802  0.000
H: 1.127 2.462 -1.474  0.008
H: 3.938 2.876 0.967  0.000
H: 4.999 1.645 0.236  0.000
H: 4.704 3.164 -0.588  0.002
C: 0.484 -2.140 -5.187  0.003
N: -0.019 -0.788 -5.123  0.018
C: -0.215 -0.131 -3.991  0.040
S: 0.085 -0.987 -2.538  0.122
N: -0.655 1.123 -3.980  0.015
C: -1.053 1.856 -5.165  0.002
H: 0.609 -2.428 -6.224  0.000
H: -0.207 -2.831 -4.706  0.001
H: 1.449 -2.214 -4.685  0.001
H: -0.213 -0.318 -5.994  0.000
H: -0.748 1.571 -3.079  0.002
H: -1.861 1.340 -5.690  0.001
H: -0.215 1.998 -5.850  0.001
H: -1.410 2.836 -4.863  0.000
C: -1.659 1.426 -0.349  -0.040
C: -1.153 2.755 0.031  0.009
C: -1.062 3.806 -0.892  -0.014
C: -0.590 5.050 -0.525  0.004
C: -0.176 5.273 0.791  -0.015
C: -0.302 4.254 1.738  0.004
C: -0.796 3.025 1.361  -0.012
C: 0.383 6.522 1.157  -0.002
N: 0.867 7.523 1.430  -0.009
H: -2.079 1.424 -1.362  0.006
H: -2.427 1.096 0.358  0.007
H: -1.400 3.656 -1.908  -0.001
H: -0.546 5.857 -1.241  0.000
H: -0.025 4.445 2.763  0.001
H: -0.927 2.262 2.110  -0.001

***

2.
A 5-piece molecular cluster, C23H50BClFO10PS4 overall, computed with ωB97M-V/def2-TZVPD.

Output
**Total energy**: -4177.7513 Eh
**HOMO-LUMO gap**: 8.0297 eV
**E_HOMO**: -7.829 eV

Last column: Löwdin charge in e.
CARTESIAN COORDINATES (ANGSTROEM)
C: -2.091 0.621 -6.821  -0.118
C: -2.552 2.017 -7.239  -0.327
C: -1.929 3.205 -6.514  -0.790
Cl: -0.391 3.769 -7.304  0.589
P: -1.530 3.108 -4.590  0.905
C: -1.292 3.117 -2.652  -0.308
C: -2.579 3.028 -1.856  -0.442
C: -3.137 1.630 -1.742  -0.047
F: -3.539 3.871 -2.464  -0.068
B: 0.332 2.496 -4.811  -0.821
O: 0.582 1.302 -5.401  0.141
O: 1.285 3.264 -4.194  -0.039
C: 2.290 3.980 -4.900  -0.066
H: -2.756 -0.132 -7.246  0.073
H: -2.091 0.477 -5.740  0.053
H: -1.083 0.422 -7.180  0.066
H: -3.637 2.110 -7.140  0.105
H: -2.347 2.126 -8.308  0.092
H: -2.599 4.063 -6.602  0.052
H: -2.686 2.301 -4.448  0.033
H: -1.681 4.508 -4.568  0.047
H: -0.725 4.013 -2.385  0.081
H: -0.664 2.257 -2.386  0.071
H: -2.446 3.423 -0.844  0.130
H: -3.320 1.167 -2.712  0.073
H: -4.087 1.650 -1.205  0.073
H: -2.447 1.000 -1.179  0.070
H: 1.500 1.168 -5.650  0.115
H: 2.809 3.343 -5.622  0.092
H: 3.011 4.340 -4.168  0.090
H: 1.855 4.829 -5.429  0.083
O: -5.302 -2.125 -0.022  -0.320
S: -4.461 -1.288 0.797  0.661
O: -3.131 -0.964 0.336  -0.335
C: -5.369 0.203 1.215  -0.236
C: -6.106 -0.162 2.501  -0.218
C: -5.086 -0.916 3.364  -0.201
C: -4.401 -1.948 2.465  -0.215
H: -6.014 0.448 0.374  0.105
H: -4.635 0.993 1.375  0.107
H: -6.484 0.728 3.002  0.114
H: -6.958 -0.804 2.268  0.119
H: -4.338 -0.214 3.739  0.121
H: -5.548 -1.397 4.225  0.116
H: -3.355 -2.074 2.728  0.063
H: -4.929 -2.900 2.438  0.109
O: 0.585 3.957 2.434  -0.316
S: 1.271 2.746 2.059  0.667
O: 1.272 1.615 2.950  -0.321
C: 0.725 2.261 0.422  -0.221
C: 1.685 2.976 -0.521  -0.223
C: 3.080 2.818 0.098  -0.210
C: 2.963 3.161 1.585  -0.216
H: -0.320 2.545 0.316  0.095
H: 0.824 1.177 0.361  0.101
H: 1.636 2.559 -1.525  0.100
H: 1.424 4.035 -0.592  0.124
H: 3.416 1.785 -0.017  0.116
H: 3.813 3.457 -0.392  0.113
H: 3.630 2.589 2.225  0.101
H: 3.085 4.225 1.779  0.103
O: -1.231 -1.322 3.274  -0.327
S: -0.378 -2.476 3.101  0.671
O: -0.425 -3.533 4.084  -0.333
C: -0.654 -3.135 1.455  -0.221
C: 0.360 -2.395 0.592  -0.211
C: 1.664 -2.374 1.400  -0.207
C: 1.313 -1.941 2.825  -0.215
H: -1.688 -2.949 1.178  0.080
H: -0.451 -4.206 1.501  0.110
H: 0.485 -2.885 -0.374  0.117
H: 0.001 -1.380 0.409  0.106
H: 2.107 -3.372 1.418  0.107
H: 2.404 -1.701 0.968  0.113
H: 1.942 -2.411 3.572  0.068
H: 1.323 -0.857 2.946  0.083
O: 4.061 -3.057 3.507  -0.326
S: 4.577 -4.404 3.589  0.670
O: 4.423 -5.280 2.457  -0.320
C: 6.288 -4.334 4.113  -0.229
C: 6.209 -4.375 5.635  -0.220
C: 5.157 -5.439 5.976  -0.211
C: 3.938 -5.176 5.086  -0.211
H: 6.728 -3.430 3.700  0.107
H: 6.782 -5.215 3.704  0.108
H: 7.178 -4.607 6.074  0.115
H: 5.895 -3.400 6.014  0.120
H: 5.560 -6.432 5.769  0.117
H: 4.879 -5.409 7.028  0.115
H: 3.404 -6.074 4.788  0.105
H: 3.242 -4.465 5.528  0.108

***

3.
One molecule with the formula C4H9NO in a non-equilibrium geometry, computed with ωB97M-V/def2-TZVPD.

Output
**Total energy**: -287.7124 Eh
**HOMO-LUMO gap**: 10.3464 eV
**E_HOMO**: -9.336 eV
**Energy relative to the best compared isomer or geometry (same formula, charge and spin)**: 315.22 kJ/mol

Last column: Löwdin charge in e.
CARTESIAN COORDINATES (ANGSTROEM)
C: -0.725 0.405 2.162  -0.107
O: -0.486 -0.134 0.878  -0.208
C: 0.485 0.580 0.139  -0.193
C: 0.576 0.088 -1.315  -0.322
C: 0.315 -1.331 -1.707  -0.141
N: -0.669 -0.276 -1.923  0.036
H: -1.093 1.443 2.114  0.090
H: 0.180 0.389 2.789  0.089
H: -1.490 -0.215 2.639  0.090
H: 1.450 0.573 0.674  0.126
H: 0.174 1.637 0.057  0.125
H: 1.359 0.564 -1.881  0.126
H: 0.581 -1.738 -0.764  0.093
H: 0.744 -1.706 -2.641  0.104
H: -1.401 -0.278 -1.223  0.090

***

4.
A 2-piece molecular cluster, C3H8NO2 overall in a non-equilibrium geometry, computed with ωB97M-V/def2-TZVPD.

Output
**Net charge**: -1
**Total energy**: -324.2771 Eh
**HOMO-LUMO gap**: 7.3589 eV
**E_HOMO**: -2.956 eV
**Energy relative to the best compared isomer or geometry (same formula, charge and spin)**: 362.99 kJ/mol

Last column: Löwdin charge in e.
CARTESIAN COORDINATES (ANGSTROEM)
C: 1.242 1.354 0.310  -0.095
C: -1.065 1.795 0.417  -0.069
C: -0.190 0.824 0.422  -0.689
N: -0.626 -2.948 -0.899  -0.108
O: 0.720 -2.742 -0.377  -0.212
O: -0.408 -0.397 0.157  -0.165
H: 1.203 2.400 0.554  0.025
H: 1.681 1.458 -0.731  0.079
H: 1.960 0.803 0.932  0.058
H: -1.319 -2.993 -0.087  0.072
H: -2.062 1.484 0.326  0.007
H: -0.820 2.849 0.640  0.027
H: -0.949 -2.127 -1.438  0.048
H: 0.632 -1.760 -0.228  0.022